[1]
Computed, not measured: a 4-piece molecular cluster, C30H45INO6PS5 overall, with the ωB97M-V functional and the def2-TZVPD basis.

Geometry as ORCA input:
```
! wB97M-V def2-TZVPD RIJCOSX def2/J DEFGRID3
* xyz 0 1
C 4.769 -0.208 3.042
C 4.822 1.426 2.765
C 4.696 1.621 1.132
C 4.871 3.207 0.646
C 5.397 3.147 -0.905
C 5.498 4.601 -1.659
C 4.336 5.679 -1.230
C 4.773 7.166 -0.604
I 6.886 7.810 -0.371
C 3.645 8.283 -0.104
C 2.067 7.882 -0.292
C 1.548 6.432 -0.942
C 2.702 5.360 -1.392
S 2.129 3.716 -2.115
C 0.401 3.486 -1.355
C -0.312 2.002 -1.133
C -1.841 1.825 -0.492
C -2.672 3.194 -0.040
P -4.453 3.048 0.680
S -4.555 3.240 2.614
C -1.938 4.643 -0.264
C -0.411 4.841 -0.918
N 0.052 6.270 -1.079
H 5.822 -0.728 2.950
H 4.065 -0.741 2.265
H 4.339 -0.461 4.115
H 5.862 1.802 3.170
H 3.895 1.882 3.322
H 3.698 1.137 0.703
H 5.576 0.986 0.635
H 3.834 3.744 0.723
H 5.636 3.797 1.309
H 6.466 2.626 -0.881
H 4.654 2.432 -1.501
H 6.599 4.987 -1.545
H 5.354 4.378 -2.823
H 3.919 9.340 0.346
H 1.267 8.679 0.055
H 0.237 1.020 -1.466
H -2.355 0.780 -0.366
H -5.047 1.790 0.227
H -5.277 4.092 0.056
H -2.550 5.609 0.066
H -0.335 6.713 -1.942
C 5.297 -0.710 -3.213
C 5.252 -2.209 -3.506
C 4.964 -2.925 -2.187
S 4.038 -1.771 -1.184
O 4.842 -1.412 -0.035
O 2.672 -2.238 -1.060
C 4.080 -0.421 -2.347
H 5.286 -0.116 -4.132
H 6.215 -0.468 -2.664
H 4.447 -2.416 -4.222
H 6.187 -2.563 -3.951
H 4.370 -3.829 -2.342
H 5.887 -3.171 -1.656
H 4.148 0.529 -1.814
H 3.159 -0.459 -2.936
C -6.150 -1.765 2.613
C -5.512 -2.870 1.773
C -6.097 -2.773 0.365
S -6.544 -1.059 0.128
O -7.984 -0.972 0.003
O -5.644 -0.461 -0.838
C -6.084 -0.508 1.759
H -5.633 -1.630 3.567
H -7.195 -2.020 2.826
H -4.426 -2.717 1.733
H -5.687 -3.860 2.206
H -5.368 -3.066 -0.395
H -7.003 -3.377 0.265
H -6.766 0.276 2.094
H -5.062 -0.121 1.705
C -4.580 -8.566 0.664
C -4.420 -7.346 -0.241
C -5.652 -6.464 -0.045
S -6.232 -6.778 1.615
O -7.531 -7.412 1.537
O -5.987 -5.608 2.435
C -5.020 -8.022 2.015
H -3.650 -9.137 0.744
H -5.352 -9.229 0.257
H -3.519 -6.791 0.050
H -4.303 -7.633 -1.291
H -5.408 -5.403 -0.150
H -6.452 -6.733 -0.740
H -5.463 -8.782 2.661
H -4.190 -7.528 2.530
*
```

Output
Relative energy (zero: lowest compared OMol25 entry of this formula, charge and spin) = 1844.84 kJ/mol
F_max = 5.2 eV Å⁻¹
Structure (SMILES) = CCCCCCc1c(I)ccc2c1Sc1ccc([PH2]=S)cc1N2.O=S1(=O)CCCC1.O=S1(=O)CCCC1.O=S1(=O)CCCC1
Highest occupied orbital energy = -8.01 eV
Electronic energy = -4305.5949 hartree



[2]
Computed, not measured: C28H33F3N4ORbS3 as an isolated structure, with the ωB97M-V functional and the def2-TZVPD basis.

Geometry as ORCA input:
```
! wB97M-V def2-TZVPD RIJCOSX def2/J DEFGRID3
* xyz -1 1
Rb 2.160 -0.800 -0.633
C -1.203 -0.319 -4.262
C -2.298 -1.183 -3.645
S -2.221 -1.224 -1.841
C -2.349 -2.992 -1.488
C -1.332 -3.904 -2.169
S 0.393 -3.465 -1.842
C 1.136 -3.469 -3.485
C 0.625 -2.444 -4.501
S 0.504 -0.750 -3.875
H -1.350 -0.284 -5.345
H -1.302 0.707 -3.900
H -3.267 -0.793 -3.968
H -2.234 -2.200 -4.033
H -2.228 -3.048 -0.403
H -3.355 -3.359 -1.709
H -1.523 -4.926 -1.833
H -1.482 -3.906 -3.250
H 2.197 -3.278 -3.282
H 1.046 -4.468 -3.920
H 1.318 -2.456 -5.345
H -0.351 -2.732 -4.897
C -2.879 1.295 2.049
C -2.517 -0.061 1.449
C -1.990 -1.052 2.449
C -2.867 -1.914 3.101
C -2.409 -2.849 4.015
C -1.050 -2.933 4.274
C -0.143 -2.094 3.641
C 1.328 -2.203 3.935
C 1.780 -1.278 5.062
C -0.621 -1.136 2.733
N 0.300 -0.325 2.036
C 0.530 0.846 2.521
C 1.426 1.808 1.958
C 1.653 3.112 2.431
C 2.598 3.666 1.563
C 2.881 2.662 0.625
N 2.177 1.543 0.848
H -3.283 1.961 1.283
H -2.010 1.784 2.489
H -3.629 1.188 2.836
H -1.776 0.075 0.660
H -3.404 -0.484 0.971
H -3.926 -1.846 2.877
H -3.104 -3.516 4.508
H -0.677 -3.673 4.974
H 1.892 -1.960 3.031
H 1.561 -3.240 4.193
H 1.633 -0.233 4.791
H 2.840 -1.418 5.279
H 1.216 -1.468 5.978
H 0.016 1.166 3.438
H 1.193 3.568 3.296
H 3.031 4.654 1.606
H 3.582 2.711 -0.200
O 5.456 -0.585 -1.494
C 4.689 -1.361 -2.017
N 3.871 -2.085 -2.468
F 1.259 6.589 -2.457
C 0.869 6.003 -1.309
F -0.247 6.648 -0.908
F 1.814 6.266 -0.396
C 0.624 4.529 -1.474
C -0.035 3.830 -0.478
C -0.243 2.472 -0.666
N 0.160 1.806 -1.746
C 0.814 2.490 -2.677
C 1.069 3.853 -2.595
H -0.367 4.309 0.431
H -0.738 1.891 0.101
H 1.166 1.925 -3.533
H 1.604 4.358 -3.386
*
```

Output
Relative energy (zero: lowest compared OMol25 entry of this formula, charge and spin) = 43.59 kJ/mol
F_max = 0.6 eV Å⁻¹
Highest occupied orbital energy = -4.50 eV
Electronic energy = -2899.4137 hartree



[3]
Computed, not measured: a 2-piece molecular cluster, C10H16N4O overall, with the ωB97M-V functional and the def2-TZVPD basis.

Geometry as ORCA input:
```
! wB97M-V def2-TZVPD RIJCOSX def2/J DEFGRID3
* xyz 2 1
C 2.852 -0.185 -0.841
C 2.251 -1.394 -0.638
C 2.539 1.007 -0.184
C 1.267 -1.532 0.304
C 1.534 0.903 0.737
C 0.924 -0.385 1.032
C -1.243 0.426 1.974
C -1.327 1.237 -0.344
C -0.095 -0.515 2.140
C -1.385 -0.656 -1.432
N -1.543 1.081 0.906
N -2.053 0.660 3.041
N -1.147 2.168 -1.169
N -0.161 -0.610 -2.224
O -1.569 -1.611 -0.479
H 3.585 -0.135 -1.618
H 2.409 -2.112 -1.412
H 3.067 1.938 -0.349
H 0.615 -2.492 0.429
H 1.111 1.706 1.314
H -0.395 -1.522 2.058
H 0.434 -0.510 3.105
H -2.246 -0.523 -2.154
H -2.019 0.217 3.937
H -2.819 1.188 2.868
H -1.206 2.029 -2.265
H -1.132 3.179 -0.908
H 0.023 -1.131 -3.111
H 0.507 -0.867 -1.545
H -0.238 0.382 -2.508
H -2.539 -1.940 -0.663
*
```

Output
Relative energy (zero: lowest compared OMol25 entry of this formula, charge and spin) = 200.17 kJ/mol
F_max = 6.8 eV Å⁻¹
Highest occupied orbital energy = -15.95 eV
Electronic energy = -684.2056 hartree



[4]
Computed, not measured: a 13-piece molecular cluster, C16H58N4O13 overall, with the ωB97M-V functional and the def2-TZVPD basis.

Geometry as ORCA input:
```
! wB97M-V def2-TZVPD RIJCOSX def2/J DEFGRID3
* xyz 0 1
C 1.981 -0.316 1.179
C 0.976 -0.202 0.021
O -0.353 -0.657 0.449
H 1.751 0.344 2.009
H 2.970 -0.059 0.865
H 1.906 -1.355 1.626
H 1.252 -0.761 -0.909
H 0.941 0.866 -0.281
H -0.922 -0.101 -0.082
C -3.640 -2.446 0.658
C -2.576 -3.474 0.230
O -3.141 -4.281 -0.797
H -3.325 -1.609 1.207
H -4.424 -2.895 1.169
H -4.124 -2.018 -0.202
H -2.273 -4.038 0.997
H -1.700 -2.927 -0.121
H -2.408 -4.763 -1.278
C 1.078 1.923 5.211
C 0.286 0.669 4.792
O -0.268 0.981 3.533
H 0.413 2.791 5.465
H 1.562 2.424 4.316
H 1.729 1.840 6.098
H -0.458 0.382 5.501
H 0.988 -0.213 4.641
H -0.055 0.297 2.875
C -1.273 2.311 -1.635
O -1.533 3.531 -1.069
N -1.585 1.161 -1.033
N -0.749 2.276 -2.809
H -2.094 1.287 -0.147
H -1.541 0.307 -1.514
H -0.722 3.181 -3.304
H -0.380 1.401 -3.289
C -3.647 1.056 2.640
O -2.902 1.066 1.479
N -3.163 1.130 3.800
N -4.874 1.107 2.448
H -2.159 1.167 3.945
H -3.879 1.085 4.625
H -5.262 0.776 1.582
H -5.493 1.190 3.294
C 1.452 -4.065 -0.416
O 2.331 -4.227 -1.526
H 0.359 -3.897 -0.639
H 1.944 -3.237 0.148
H 1.472 -4.927 0.189
H 2.092 -4.936 -2.117
C -3.309 -1.326 -2.922
O -2.023 -1.306 -2.294
H -3.758 -0.334 -2.986
H -4.029 -1.874 -2.404
H -3.345 -1.565 -3.986
H -1.601 -2.000 -2.779
C 0.765 3.381 1.326
O 0.140 4.541 0.822
H 1.190 3.545 2.262
H 1.419 3.003 0.549
H 0.002 2.605 1.398
H -0.450 4.225 0.121
C 3.483 -1.227 -2.649
O 2.356 -2.012 -3.038
H 4.031 -1.532 -1.727
H 3.179 -0.268 -2.431
H 4.018 -1.391 -3.574
H 2.297 -2.809 -2.432
C 4.603 2.625 0.312
O 4.352 1.707 -0.813
H 3.765 2.876 0.917
H 4.908 3.618 -0.112
H 5.370 2.088 0.911
H 3.549 1.992 -1.184
C 2.156 3.865 -2.436
O 2.049 2.435 -2.441
H 1.100 4.237 -2.210
H 2.533 4.258 -3.385
H 2.914 4.150 -1.734
H 1.105 2.212 -2.615
C -0.268 -0.201 -4.937
O 0.547 0.018 -3.842
H -1.213 -0.681 -4.741
H 0.222 -0.850 -5.681
H -0.503 0.718 -5.498
H 1.279 -0.605 -3.889
C 0.199 -3.189 2.886
O -0.330 -1.896 2.710
H 0.221 -3.342 3.972
H 1.223 -3.202 2.472
H -0.304 -4.054 2.470
H -0.404 -1.579 1.791
*
```

Output
Relative energy (zero: lowest compared OMol25 entry of this formula, charge and spin) = 357.10 kJ/mol
F_max = 11.5 eV Å⁻¹
Highest occupied orbital energy = -8.51 eV
Electronic energy = -1841.3344 hartree



[5]
Computed, not measured: an isolated ion of composition C4H11NP and charge +1, with the ωB97M-V functional and the def2-TZVPD basis.

Geometry as ORCA input:
```
! wB97M-V def2-TZVPD RIJCOSX def2/J DEFGRID3
* xyz 1 1
C 1.150 0.417 -0.477
C 0.047 -0.586 -0.279
C -0.228 -1.076 1.110
C -0.722 1.453 0.814
N -0.292 0.834 -0.435
P -0.418 -1.622 -1.844
H 1.706 0.734 0.359
H 1.646 0.426 -1.422
H 0.438 -0.591 1.849
H 0.051 -2.075 1.051
H -1.180 -1.016 1.569
H -1.287 2.275 0.424
H -1.382 0.806 1.418
H 0.122 1.685 1.403
H -0.548 1.311 -1.256
H 0.844 -2.319 -1.562
H 0.053 -0.657 -2.720
*
```

Output
Relative energy (zero: lowest compared OMol25 entry of this formula, charge and spin) = 211.07 kJ/mol
F_max = 2.5 eV Å⁻¹
Structure (SMILES) = C[N@H+]1C[C@]1(C)P
Highest occupied orbital energy = -14.20 eV
Electronic energy = -554.7733 hartree



[6]
Computed, not measured: C20H47F3N5O17SZn2 as an isolated structure, with the ωB97M-V functional and the def2-TZVPD basis.

Geometry as ORCA input:
```
! wB97M-V def2-TZVPD RIJCOSX def2/J DEFGRID3
* xyz -1 1
Zn 9.306 22.452 -21.676
Zn 10.527 24.965 -24.096
S 12.124 23.140 -22.870
O 13.506 22.812 -22.675
O 11.705 23.233 -24.238
O 11.193 22.324 -22.112
O 11.796 24.504 -22.649
O 9.215 25.439 -25.722
C 8.092 24.647 -25.418
C 7.869 24.244 -23.893
O 8.977 23.869 -23.107
H 8.300 23.687 -25.891
H 7.262 25.001 -26.029
H 7.133 23.441 -23.923
H 7.358 24.989 -23.284
C 7.923 20.718 -19.928
O 9.306 20.843 -20.120
O 7.422 21.741 -20.776
C 7.288 19.253 -19.746
F 5.978 19.341 -19.721
F 7.733 18.561 -20.796
F 7.561 18.667 -18.545
C 10.140 20.118 -19.180
C 11.518 20.636 -19.319
H 11.545 21.725 -19.269
H 12.177 20.278 -18.528
H 11.921 20.219 -20.242
H 10.103 19.084 -19.524
H 9.654 19.994 -18.213
H 7.808 21.218 -18.966
C 14.769 24.646 -20.575
C 15.551 25.391 -21.720
O 15.000 25.107 -22.991
O 14.995 23.265 -20.638
H 13.700 24.812 -20.707
H 15.111 25.028 -19.613
H 16.518 24.920 -21.547
H 15.742 26.456 -21.588
H 14.444 24.326 -22.946
H 14.637 22.824 -21.413
C 10.983 23.165 -27.509
C 11.653 23.456 -28.872
O 13.039 23.842 -28.706
O 11.738 22.250 -26.722
H 9.976 22.778 -27.665
H 10.994 24.121 -26.986
H 10.977 24.108 -29.424
H 11.662 22.464 -29.324
H 13.421 23.047 -28.327
H 11.620 22.320 -25.772
O 8.942 20.969 -22.986
C 9.241 19.891 -23.516
N 10.479 19.704 -23.921
C 8.269 18.699 -23.631
H 10.595 18.914 -24.540
H 11.108 20.494 -23.913
H 8.322 18.019 -22.781
H 8.382 18.208 -24.598
H 7.275 19.145 -23.590
O 9.553 23.765 -19.961
C 10.276 24.572 -19.360
N 11.285 25.150 -20.052
C 10.123 25.133 -17.878
H 11.389 24.874 -21.018
H 11.803 25.978 -19.795
H 10.969 24.831 -17.260
H 9.168 24.977 -17.377
H 10.001 26.216 -17.917
O 12.117 26.051 -25.041
C 12.880 26.055 -25.977
N 12.682 26.846 -26.988
C 13.929 25.011 -25.984
H 11.855 27.414 -26.869
H 12.941 26.651 -27.945
H 14.490 24.859 -25.062
H 14.677 25.072 -26.775
H 13.471 24.048 -26.213
O 16.509 20.147 -25.085
C 15.517 20.552 -24.519
N 15.636 21.072 -23.302
C 14.131 20.370 -25.071
H 16.527 21.263 -22.866
H 14.749 21.346 -22.903
H 13.285 20.292 -24.388
H 14.117 19.486 -25.708
H 13.786 21.192 -25.697
O 10.270 26.646 -22.910
C 10.366 27.834 -22.614
N 11.534 28.421 -22.934
C 9.252 28.672 -22.053
H 11.836 29.270 -22.478
H 12.236 27.759 -23.233
H 9.210 29.098 -21.051
H 8.340 28.075 -22.061
H 9.208 29.576 -22.661
*
```

Output
Relative energy (zero: lowest compared OMol25 entry of this formula, charge and spin) = 476.54 kJ/mol
F_max = 7.8 eV Å⁻¹
Highest occupied orbital energy = -4.45 eV
Electronic energy = -6599.7382 hartree



Which formula does entry 5 have? C4H11NP